Density functional theory data (the ωB97M-V functional and the def2-TZVPD basis) for 14 unconnected molecules or ions with the total composition C56H75N9O15.

Cartesian coordinates (Å):
C (-3.50, 1.92, -0.87)
C (-2.64, 2.99, -0.25)
C (-1.23, 3.17, -0.85)
O (-1.20, 4.56, -1.13)
C (-2.36, 5.17, -0.89)
O (-2.56, 6.33, -1.08)
O (-3.26, 4.26, -0.52)
H (-3.13, 0.90, -0.76)
H (-3.61, 2.11, -1.94)
H (-4.51, 1.95, -0.46)
H (-2.60, 2.98, 0.84)
H (-1.15, 2.58, -1.78)
H (-0.39, 3.02, -0.18)
C (5.15, 2.36, -4.09)
C (5.62, 2.64, -2.66)
C (5.02, 3.88, -2.05)
O (4.69, 3.51, -0.72)
C (4.66, 2.15, -0.65)
O (4.18, 1.57, 0.27)
O (5.14, 1.62, -1.79)
H (5.30, 1.29, -4.30)
H (5.64, 2.92, -4.88)
H (4.08, 2.54, -4.19)
H (6.71, 2.70, -2.60)
H (4.10, 4.07, -2.62)
H (5.63, 4.77, -2.05)
C (-4.14, -1.00, 2.06)
C (-4.53, -2.20, 1.17)
C (-6.00, -2.59, 1.29)
O (-6.46, -2.49, -0.07)
C (-5.48, -2.01, -0.88)
O (-5.59, -1.85, -2.06)
O (-4.36, -1.84, -0.18)
H (-4.88, -0.20, 1.94)
H (-3.21, -0.53, 1.71)
H (-4.04, -1.33, 3.09)
H (-3.86, -3.03, 1.39)
H (-6.52, -1.86, 1.92)
H (-6.12, -3.62, 1.59)
C (-5.79, 4.00, 1.76)
C (-4.89, 3.56, 2.89)
C (-5.17, 2.22, 3.67)
O (-3.86, 1.64, 3.81)
C (-2.99, 2.32, 3.07)
O (-1.83, 2.00, 2.89)
O (-3.53, 3.40, 2.52)
H (-5.26, 4.77, 1.19)
H (-6.65, 4.53, 2.18)
H (-6.06, 3.17, 1.11)
H (-4.77, 4.33, 3.67)
H (-5.81, 1.50, 3.17)
H (-5.52, 2.57, 4.63)
C (2.11, 0.75, 3.76)
C (3.09, 0.34, 4.86)
C (2.40, -0.11, 6.19)
O (3.10, -1.33, 6.44)
C (4.01, -1.62, 5.49)
O (4.77, -2.52, 5.56)
O (3.88, -0.75, 4.46)
H (2.68, 1.23, 2.96)
H (1.39, 1.48, 4.12)
H (1.63, -0.12, 3.30)
H (3.72, 1.19, 5.15)
H (1.37, -0.35, 5.91)
H (2.48, 0.62, 6.99)
N (-3.48, -1.02, -4.55)
C (-3.08, -0.40, -3.38)
C (-1.73, -0.14, -3.44)
C (-1.30, -0.73, -4.67)
C (-2.39, -1.20, -5.35)
H (-4.40, -1.35, -4.76)
H (-3.85, -0.14, -2.67)
H (-1.03, 0.31, -2.76)
H (-0.29, -0.75, -5.05)
H (-2.43, -1.65, -6.33)
N (1.53, 5.39, 3.08)
C (1.05, 4.50, 2.15)
C (1.90, 4.58, 1.06)
C (2.80, 5.61, 1.26)
C (2.58, 6.10, 2.52)
H (1.14, 5.46, 4.00)
H (0.12, 3.99, 2.37)
H (1.81, 4.00, 0.16)
H (3.43, 6.03, 0.50)
H (2.97, 6.93, 3.09)
N (-2.23, -3.33, -2.89)
C (-1.86, -4.62, -3.22)
C (-2.14, -5.44, -2.17)
C (-2.66, -4.66, -1.13)
C (-2.73, -3.36, -1.59)
H (-2.20, -2.51, -3.47)
H (-1.41, -4.83, -4.18)
H (-1.97, -6.50, -2.12)
H (-2.99, -5.04, -0.18)
H (-2.98, -2.44, -1.08)
N (-0.29, -1.19, -0.53)
C (0.76, -0.35, -0.80)
C (0.85, 0.57, 0.22)
C (-0.18, 0.29, 1.11)
C (-0.81, -0.87, 0.69)
H (-0.50, -2.04, -1.03)
H (1.38, -0.64, -1.63)
H (1.47, 1.45, 0.29)
H (-0.34, 0.71, 2.09)
H (-1.57, -1.51, 1.11)
N (3.07, -1.45, 1.28)
C (3.14, -2.64, 1.93)
C (4.08, -3.39, 1.27)
C (4.52, -2.70, 0.13)
C (3.88, -1.46, 0.18)
H (2.51, -0.70, 1.64)
H (2.72, -2.82, 2.91)
H (4.51, -4.36, 1.50)
H (5.29, -3.03, -0.55)
H (3.97, -0.63, -0.49)
N (-1.32, -0.22, 4.54)
C (-1.11, 0.09, 5.84)
C (-0.79, -1.07, 6.54)
C (-0.76, -2.11, 5.58)
C (-1.15, -1.59, 4.38)
H (-1.55, 0.46, 3.82)
H (-1.25, 1.07, 6.27)
H (-0.52, -1.23, 7.57)
H (-0.55, -3.15, 5.77)
H (-1.29, -1.97, 3.39)
N (1.22, 1.64, -4.05)
C (0.60, 2.56, -4.83)
C (0.54, 3.75, -4.13)
C (1.35, 3.56, -3.01)
C (1.70, 2.22, -2.90)
H (1.21, 0.65, -4.22)
H (0.09, 2.24, -5.73)
H (0.02, 4.64, -4.45)
H (1.62, 4.31, -2.29)
H (2.23, 1.70, -2.12)
N (2.71, -5.45, -1.12)
C (3.21, -6.69, -1.28)
C (2.17, -7.61, -1.24)
C (0.99, -6.83, -1.19)
C (1.33, -5.51, -1.09)
H (3.21, -4.62, -0.85)
H (4.27, -6.90, -1.33)
H (2.29, -8.68, -1.25)
H (-0.02, -7.21, -1.21)
H (0.84, -4.57, -0.89)
N (2.06, -2.69, -5.26)
C (2.45, -1.38, -5.24)
C (2.97, -1.13, -4.01)
C (2.79, -2.29, -3.21)
C (2.25, -3.27, -4.03)
H (1.57, -3.13, -6.02)
H (2.20, -0.82, -6.14)
H (3.46, -0.25, -3.62)
H (3.03, -2.40, -2.16)
H (2.13, -4.33, -3.86)

- total charge = 0
- molecular weight (g mol⁻¹) = 1114.26
- ΔE to the lowest compared entry with this formula, charge and spin (kcal/mol) = 0.0
- electronic energy (eV) = -103410.5821
- LUMO level (eV) = 0.00
- Kohn-Sham gap (eV) = 7.60
- strongest force on any atom (eV/Å) = 2.65